No. 1
A structure of composition C9H29Li2N4O9, computed with ωB97M-V with the def2-TZVPD basis set.

Summary:
Net charge = +1

Geometry as XYZ:
```
53
Properties=species:S:1:pos:R:3:nbo_charge:R:1
Li 4.24 31.12 -21.44 0.975
Li 6.86 31.21 -20.39 0.906
C 5.26 28.63 -20.03 -0.254
O 5.03 30.01 -19.80 -1.122
H 5.41 27.99 -19.16 0.189
H 4.46 28.15 -20.60 0.140
H 6.16 28.52 -20.64 0.129
C 9.56 26.87 -20.65 -0.091
C 9.70 26.90 -19.07 -0.075
O 8.40 27.05 -18.52 -0.754
O 8.69 25.82 -21.02 -0.711
H 10.49 26.65 -21.17 0.184
H 9.10 27.80 -20.98 0.137
H 10.27 27.81 -18.87 0.172
H 10.21 26.02 -18.68 0.191
H 7.83 26.38 -18.91 0.493
H 8.20 26.32 -21.69 0.467
C 9.25 31.27 -19.26 -0.097
C 8.05 31.37 -18.31 -0.122
O 7.35 32.54 -18.54 -0.751
O 8.87 31.08 -20.61 -0.799
H 9.76 30.31 -19.14 0.190
H 9.98 32.05 -19.03 0.206
H 8.33 31.26 -17.26 0.227
H 7.43 30.49 -18.50 0.166
H 6.49 32.63 -18.12 0.505
H 9.61 30.78 -21.15 0.514
C 4.78 25.87 -16.05 -0.085
C 6.26 26.33 -15.81 -0.122
O 6.67 27.59 -16.35 -0.765
O 3.78 26.68 -15.45 -0.719
H 4.86 24.82 -15.76 0.195
H 4.60 26.07 -17.11 0.155
H 6.95 25.49 -15.92 0.189
H 6.41 26.31 -14.73 0.173
H 7.36 27.57 -17.03 0.501
H 4.31 27.26 -14.89 0.473
C 3.99 30.90 -16.37 0.738
O 3.78 31.10 -15.17 -0.664
N 3.80 29.79 -16.95 -0.823
N 4.44 31.71 -17.26 -0.871
H 4.21 29.52 -17.84 0.383
H 3.45 28.94 -16.51 0.418
H 4.59 31.20 -18.12 0.408
H 4.76 32.61 -16.94 0.398
C 4.27 24.16 -19.27 0.754
O 4.11 23.40 -18.31 -0.640
N 3.60 25.21 -19.63 -0.839
N 5.25 24.15 -20.18 -0.850
H 4.03 25.89 -20.24 0.375
H 2.82 25.42 -19.02 0.413
H 5.98 23.46 -20.18 0.416
H 4.92 24.72 -20.95 0.370
```

No. 2
A cluster of 6 separate species, C9H29NO6 in total, computed with ωB97M-V with the def2-TZVPD basis set.

Summary:
Net charge = 0

Geometry as XYZ:
```
45
Properties=species:S:1:pos:R:3:nbo_charge:R:1
O 4.07 9.39 10.32 -1.009
H 4.77 9.11 9.64 0.512
H 3.75 10.26 10.15 0.477
O 7.62 3.70 11.04 -0.981
H 7.33 2.75 11.23 0.488
H 7.19 4.25 11.70 0.503
O 4.07 7.92 12.67 -0.955
H 4.17 8.56 11.97 0.507
H 3.14 7.60 12.58 0.474
O 5.16 5.60 11.81 -1.006
H 5.49 5.78 10.92 0.470
H 4.73 6.49 12.01 0.494
O 8.32 4.82 8.44 -0.975
H 9.29 5.09 8.40 0.472
H 8.19 4.49 9.33 0.506
C 8.78 8.76 8.06 -0.648
C 7.53 9.29 8.74 0.140
C 7.07 10.67 8.26 -0.408
C 6.42 10.59 6.86 -0.403
C 5.30 9.53 6.83 -0.405
C 5.79 8.21 7.35 0.111
N 6.32 8.44 8.72 -0.213
O 6.54 7.16 9.41 -0.606
C 4.57 7.25 7.42 -0.605
C 6.71 7.55 6.33 -0.654
C 7.93 9.42 10.27 -0.614
H 8.94 7.73 8.42 0.214
H 9.57 9.49 8.37 0.220
H 8.76 8.78 6.99 0.210
H 6.33 10.92 9.01 0.206
H 7.88 11.34 8.26 0.216
H 7.10 10.31 6.06 0.200
H 6.02 11.61 6.63 0.213
H 4.82 9.51 5.85 0.223
H 4.49 9.86 7.49 0.199
H 3.88 7.30 6.59 0.212
H 4.83 6.21 7.54 0.219
H 4.05 7.62 8.25 0.214
H 7.14 6.63 6.67 0.227
H 6.02 7.24 5.49 0.219
H 7.41 8.18 5.78 0.206
H 7.92 8.41 10.68 0.242
H 7.11 10.09 10.68 0.204
H 8.82 10.00 10.42 0.207
H 7.06 6.61 8.81 0.478
```

No. 3
A structure of composition C9H30BeNO7, computed with ωB97M-V with the def2-TZVPD basis set.

Summary:
Net charge = +1

Geometry as XYZ:
```
48
Properties=species:S:1:pos:R:3:nbo_charge:R:1
Be 7.93 2.73 0.36 0.115
C 6.81 0.92 9.81 -0.617
C 7.59 0.29 8.60 0.072
C 8.17 -1.03 9.24 -0.434
C 7.44 -2.37 9.40 -0.398
C 6.64 -2.65 8.08 -0.403
C 5.87 -1.42 7.47 0.108
N 6.70 -0.12 7.49 0.241
O 6.65 0.78 6.33 -0.143
C 4.57 -1.15 8.33 -0.604
C 5.48 -1.89 6.05 -0.619
C 8.84 1.19 8.18 -0.607
H 6.07 0.27 10.28 0.231
H 6.08 1.63 9.43 0.229
H 7.33 1.56 10.53 0.269
H 8.34 -0.81 10.30 0.246
H 9.21 -1.21 8.96 0.235
H 6.65 -2.31 10.16 0.203
H 8.08 -3.25 9.50 0.251
H 5.91 -3.46 8.14 0.242
H 7.51 -2.94 7.49 0.223
H 3.74 -1.84 8.17 0.262
H 4.38 -0.09 8.17 0.230
H 4.88 -1.32 9.36 0.213
H 4.85 -1.19 5.50 0.243
H 4.98 -2.86 6.10 0.244
H 6.36 -2.07 5.44 0.234
H 8.49 2.17 7.85 0.242
H 9.38 0.68 7.38 0.234
H 9.65 1.37 8.89 0.256
O 11.78 5.36 1.02 -0.935
H 12.11 6.23 0.80 0.469
H 12.57 4.86 1.24 0.466
O 7.10 -1.71 -1.32 -0.932
H 6.81 -2.42 -1.90 0.469
H 7.66 -2.13 -0.67 0.464
O 7.97 4.33 -4.28 -0.934
H 8.74 4.65 -4.73 0.467
H 7.24 4.53 -4.87 0.467
O 11.89 1.01 -1.82 -0.936
H 12.65 1.59 -1.94 0.467
H 11.93 0.41 -2.56 0.469
O 3.35 3.75 -1.45 -0.934
H 2.77 4.20 -0.84 0.466
H 3.31 4.26 -2.25 0.468
O 6.27 7.43 0.74 -0.933
H 6.10 7.75 1.62 0.465
H 5.87 8.09 0.16 0.468
```

No. 4
A cluster of 7 separate species, C9H30ClO10 in total, computed with ωB97M-V with the def2-TZVPD basis set.

Summary:
<S²> = 0.764
Net charge = 0
2S+1 = 2

Geometry as XYZ:
```
50
Properties=species:S:1:pos:R:3:lowdin_spin:R:1
Cl -0.52 -0.94 0.62 -0.071
O -0.65 0.41 0.57 0.023
O -0.15 -1.28 -0.73 0.135
O 0.50 -1.34 1.62 0.469
O -1.77 -1.59 0.95 0.437
O -3.94 0.66 -0.37 0.004
H -3.03 0.80 -0.09 0.000
H -3.90 -0.12 -0.92 0.000
O -1.12 0.38 -2.74 0.001
H -1.74 -0.34 -2.60 0.000
H -0.38 0.17 -2.18 0.000
O 1.46 -4.13 1.15 0.003
H 1.32 -4.30 0.22 0.000
H 1.28 -3.20 1.26 -0.002
C -0.22 3.60 -0.62 0.000
C 1.09 4.38 -0.76 0.000
C 1.38 5.06 -2.15 0.000
O 1.27 5.26 0.38 0.000
H -1.13 4.16 -0.84 0.000
H -0.23 3.09 0.34 0.000
H -0.30 2.86 -1.42 0.000
H 1.87 3.62 -0.66 0.000
H 0.97 6.04 -2.39 0.000
H 1.26 4.47 -3.06 0.000
H 2.44 5.31 -2.22 0.000
H 0.52 5.86 0.42 0.000
C 0.95 0.89 6.19 0.000
C 0.78 1.08 4.64 0.000
C -0.53 1.70 4.28 0.000
O 1.92 1.76 4.17 0.002
H 1.19 1.81 6.72 0.000
H 1.85 0.27 6.27 0.000
H 0.18 0.31 6.69 0.000
H 0.78 0.08 4.21 0.000
H -0.79 1.65 3.22 0.000
H -0.68 2.69 4.71 0.000
H -1.22 1.07 4.83 0.000
H 1.52 2.17 3.41 0.000
C 1.05 -4.14 -3.37 0.000
C -0.46 -4.20 -3.66 0.000
C -1.00 -5.60 -4.13 0.000
O -1.17 -3.73 -2.59 0.000
H 1.52 -4.53 -4.28 0.000
H 1.31 -4.75 -2.51 0.000
H 1.45 -3.13 -3.23 0.000
H -0.65 -3.50 -4.47 0.000
H -0.33 -6.04 -4.87 0.000
H -1.99 -5.39 -4.54 0.000
H -1.21 -6.36 -3.37 0.000
H -0.75 -3.00 -2.14 0.000
```

Listing energy above the lowest of the compared OMol25 structures with the same formula, charge and spin for the structures above in their given order: 0.0, 1.3, 66.4, 0.0 kcal per mole.